Molecular formula: C47H86N4PS2
Method: DFT, ωB97M-V/def2-TZVPD

```
140
Properties=species:S:1:pos:R:3
C 12.466 -8.154 0.927
C 13.229 -7.840 -0.355
C 12.372 -7.546 -1.608
C 11.022 -6.890 -1.349
C 11.131 -5.383 -1.060
C 9.982 -4.859 -0.189
C 9.467 -3.489 -0.618
C 8.438 -2.978 0.383
N 7.894 -1.650 0.025
C 8.767 -0.545 0.514
C 9.747 -0.029 -0.531
C 10.886 0.788 0.123
C 11.022 2.227 -0.408
C 11.358 3.282 0.673
C 12.766 3.909 0.560
C 12.772 5.435 0.328
C 13.234 6.241 1.548
C 6.622 -1.480 0.649
S 6.267 -1.809 2.196
S 5.419 -0.775 -0.456
C 3.979 -1.823 -0.170
C 2.667 -1.019 -0.022
C 1.952 -1.342 1.294
C 0.481 -1.011 1.292
C -0.331 -1.432 0.290
C -1.724 -1.148 0.264
N -2.456 -1.620 -0.798
C -3.661 -1.369 -1.116
C -4.842 -1.780 -0.285
C -3.953 -0.667 -2.409
C -2.266 -0.390 1.277
C -1.463 0.068 2.327
N -2.037 0.816 3.309
C -1.245 1.202 4.273
C 0.130 0.880 4.309
N 0.712 0.189 3.366
C -0.078 -0.234 2.351
H 11.695 -7.421 1.158
H 12.021 -9.149 0.910
H 13.159 -8.144 1.769
H 13.946 -7.041 -0.169
H 13.831 -8.720 -0.588
H 12.244 -8.470 -2.171
H 12.946 -6.860 -2.236
H 10.434 -6.996 -2.266
H 10.443 -7.393 -0.577
H 12.076 -5.220 -0.537
H 11.165 -4.856 -2.013
H 9.145 -5.561 -0.241
H 10.306 -4.813 0.852
H 9.000 -3.559 -1.602
H 10.303 -2.794 -0.683
H 8.902 -2.967 1.375
H 7.619 -3.695 0.405
H 9.311 -0.861 1.410
H 8.129 0.290 0.807
H 10.191 -0.855 -1.079
H 9.239 0.596 -1.264
H 10.730 0.842 1.201
H 11.830 0.275 -0.057
H 10.114 2.537 -0.925
H 11.824 2.268 -1.144
H 11.278 2.822 1.657
H 10.620 4.083 0.635
H 13.338 3.444 -0.241
H 13.299 3.730 1.494
H 13.438 5.685 -0.499
H 11.777 5.781 0.051
H 12.401 6.398 2.236
H 13.608 7.224 1.267
H 14.003 5.707 2.105
H 3.884 -2.535 -0.988
H 4.151 -2.402 0.733
H 2.910 0.042 -0.031
H 2.038 -1.216 -0.888
H 2.441 -0.780 2.084
H 2.052 -2.405 1.522
H 0.063 -2.006 -0.537
H -4.534 -2.239 0.649
H -5.392 -0.865 -0.032
H -5.519 -2.422 -0.847
H -3.487 -1.236 -3.215
H -3.473 0.310 -2.398
H -5.017 -0.594 -2.628
H -3.312 -0.114 1.293
H -1.676 1.793 5.072
H 0.734 1.214 5.143
C -12.219 -1.750 -0.782
C -11.021 -1.117 -1.484
C -9.940 -0.646 -0.510
C -10.276 0.634 0.272
P -10.027 2.209 -0.567
C -8.360 2.181 -1.272
C -7.175 1.744 -0.396
C -6.646 2.735 0.646
C -6.383 4.138 0.110
C -10.048 3.519 0.669
C -11.279 3.773 1.557
C -12.453 4.539 0.944
C -12.060 5.754 0.110
C -11.020 2.523 -2.045
C -12.534 2.786 -2.049
C -13.432 1.780 -1.312
C -14.135 0.809 -2.258
H -12.689 -1.067 -0.071
H -12.979 -2.045 -1.504
H -11.915 -2.644 -0.236
H -11.358 -0.294 -2.118
H -10.579 -1.853 -2.158
H -8.998 -0.510 -1.046
H -9.759 -1.439 0.217
H -9.610 0.694 1.141
H -11.280 0.581 0.697
H -8.179 3.158 -1.726
H -8.425 1.487 -2.116
H -6.352 1.517 -1.078
H -7.414 0.803 0.108
H -5.710 2.329 1.035
H -7.312 2.784 1.511
H -5.642 4.119 -0.691
H -5.998 4.779 0.901
H -7.287 4.614 -0.278
H -9.691 4.439 0.200
H -9.248 3.218 1.350
H -10.917 4.342 2.415
H -11.640 2.824 1.961
H -13.096 4.867 1.762
H -13.070 3.862 0.353
H -11.546 6.502 0.717
H -12.946 6.225 -0.314
H -11.407 5.494 -0.726
H -10.787 1.707 -2.736
H -10.536 3.400 -2.491
H -12.836 2.831 -3.097
H -12.709 3.792 -1.669
H -14.199 2.327 -0.761
H -12.868 1.222 -0.562
H -14.836 1.344 -2.898
H -14.700 0.061 -1.702
H -13.426 0.284 -2.902
```

Summary:
* charge: +1
* E_HOMO: -9.182 eV
* relative energy (zero: lowest compared OMol25 entry of this formula, charge and spin): 0.0 kcal/mol
* E_LUMO: -2.171 eV
* maximum force: 2.45 eV Å⁻¹
* frontier orbital gap: 7.01 eV

These are the Mulliken partial charges, in e, on atoms 1 to 4: C -1.09; C -0.41; C -0.83; C -0.88